A structure of composition C40H62F3GeI3LuN4O4P3S in a non-equilibrium geometry. Source: the Open Molecules 2025 dataset; level of theory: the ωB97M-V functional and the def2-TZVPD basis.

Last column: Mulliken spin population.
Positions of all 122 atoms, in Å:
Lu 0.09052 2.01184 0.21177  -0.06
C -4.05690 3.26757 -0.30622  0.00
C -4.01164 2.24868 -1.43036  0.00
C -5.37320 1.54538 -1.71881  0.00
P -2.56129 1.10989 -1.17510  0.13
C -3.19680 0.03593 0.18592  -0.04
N -2.23888 -1.02196 0.58260  0.14
Ge -0.32553 -1.08788 0.27580  0.18
N 0.50209 -1.60400 1.85785  0.11
C 0.51613 -0.79426 3.05424  0.05
P 1.60041 0.77712 2.84219  -0.04
C 3.40180 0.15765 2.95179  0.01
C 4.11936 0.12045 4.33121  0.00
C 3.75948 -1.14068 2.29328  0.01
C 1.24910 1.58761 4.46542  0.01
C 2.12766 2.84072 4.64591  0.00
C 1.09320 0.70266 5.77003  0.00
C 0.84612 -2.89299 1.94702  -0.01
C 1.57282 -3.59178 2.97121  0.02
C 1.91344 -4.92163 2.80620  0.00
C 1.46731 -5.62752 1.73254  0.01
C 0.59940 -5.03935 0.82060  -0.01
C 0.29006 -3.68276 0.94264  0.01
N -0.79496 -3.15194 0.20662  -0.02
C -2.04227 -3.30674 0.94592  0.03
C -2.45261 -4.52858 1.49077  -0.01
C -3.58318 -4.56285 2.29975  0.02
C -4.28176 -3.35507 2.50629  -0.01
C -3.86940 -2.13699 1.94138  0.01
C -2.75102 -2.12534 1.17196  0.02
C -0.85004 -3.49427 -1.19025  0.02
C -1.54875 -4.52465 -1.76297  0.00
C -1.46691 -4.70659 -3.14420  0.01
C -0.58327 -3.97015 -3.87714  0.00
C 0.14031 -2.94680 -3.30739  0.02
C -0.08193 -2.63728 -1.99031  0.00
N 0.46280 -1.53229 -1.40149  0.23
C 1.73498 -1.01574 -1.76796  0.10
P 1.65615 0.83407 -1.84855  -0.04
C 1.06805 1.41731 -3.48851  0.06
C 0.83581 0.35910 -4.51647  0.00
C 1.96289 2.47080 -4.08795  0.01
C 3.49064 1.16975 -1.97309  0.01
C 4.27753 0.29259 -2.92522  0.00
C 4.07789 1.11382 -0.52693  0.02
C -2.35616 0.05172 -2.67803  -0.03
C -3.32742 -1.08796 -2.86231  0.00
C -2.53884 1.01576 -3.83500  -0.01
H -4.92277 3.85760 -0.46728  0.00
H -3.10662 3.87645 -0.23389  0.00
H -4.14498 2.86027 0.68166  0.00
H -3.65867 2.81043 -2.32377  0.00
H -5.55028 0.68545 -1.05683  0.00
H -5.46171 1.17345 -2.73265  0.00
H -6.15346 2.29574 -1.53528  0.00
H -4.09937 -0.43501 -0.07595  -0.01
H -3.50691 0.74742 0.98156  -0.01
H 0.89461 -1.40240 3.95269  0.01
H -0.39926 -0.21972 3.23191  0.02
H 3.84277 0.99619 2.44112  0.00
H 3.64362 -0.60964 4.97039  0.00
H 4.16215 1.12620 4.70127  0.00
H 5.16377 -0.21897 4.10792  0.00
H 3.68162 -2.01264 2.90167  0.00
H 4.80185 -1.06307 2.01650  0.00
H 3.17657 -1.29733 1.38168  0.00
H 0.23150 1.95442 4.28970  0.00
H 3.02564 2.58177 5.13283  0.00
H 1.63990 3.54517 5.30626  0.00
H 2.47451 3.29965 3.68893  0.00
H 2.12724 0.45150 6.10143  0.00
H 0.51363 -0.24431 5.64203  0.00
H 0.64520 1.38858 6.55888  0.00
H 1.91851 -3.05582 3.83040  0.00
H 2.59403 -5.36697 3.53362  0.00
H 1.78945 -6.65066 1.65237  0.00
H 0.21820 -5.53420 -0.07314  0.00
H -1.83153 -5.43830 1.38271  0.00
H -3.88303 -5.49421 2.80213  0.00
H -5.12422 -3.40131 3.18419  0.00
H -4.34860 -1.18908 2.17523  0.00
H -2.09970 -5.14717 -1.13721  0.00
H -1.90553 -5.59567 -3.55122  0.00
H -0.36102 -4.24278 -4.85993  0.00
H 0.73269 -2.28144 -3.92560  0.00
H 2.21258 -1.38986 -2.67897  0.01
H 2.42850 -1.18930 -0.96559  0.01
H 0.09989 1.86756 -3.25533  0.02
H 1.77807 -0.23330 -4.59616  0.00
H 0.67389 0.81569 -5.48721  0.00
H 0.00352 -0.26169 -4.33211  0.00
H 2.88959 2.08150 -4.56773  0.00
H 2.25492 3.34907 -3.55483  0.00
H 1.38990 2.82902 -4.91984  0.00
H 3.51885 2.24637 -2.27081  0.00
H 4.38229 -0.65648 -2.46204  0.00
H 5.28273 0.78933 -2.95422  0.00
H 3.91310 0.23664 -3.93430  0.00
H 4.06356 0.07977 -0.11794  -0.01
H 3.55545 1.71116 0.18875  0.01
H 5.14525 1.32867 -0.59978  0.00
H -1.31837 -0.31483 -2.64026  0.01
H -4.32446 -0.60400 -2.90459  0.00
H -3.30722 -1.79179 -2.06765  0.00
H -3.21480 -1.53666 -3.86722  0.00
H -3.60215 1.09209 -4.00464  0.00
H -2.02629 0.62762 -4.72680  0.00
H -2.04014 1.97791 -3.62419  0.00
O 1.68649 3.68201 0.79874  0.01
H 1.85735 4.00423 1.67001  0.00
H 2.10721 4.28023 0.13293  0.00
I -1.75842 2.31364 2.44228  0.00
I -0.84900 7.67047 5.47715  0.00
I 0.41777 6.02165 7.15456  0.00
F -2.24349 5.07947 -2.45812  0.00
C -0.99304 5.34974 -2.66922  0.00
F -0.76962 6.56358 -3.21034  0.00
F -0.51477 4.47636 -3.61361  0.00
S -0.10769 5.09241 -1.07808  0.00
O 1.27829 5.48548 -1.21493  0.00
O -0.86485 5.87258 -0.17711  0.00
O -0.28789 3.66170 -1.02371  -0.02

Output
multiplicity: 2
expectation value of S²: 0.75
HOMO level (alpha / beta): -0.3637 / -0.3692 Eh
E_tot: -217927.305 eV
total charge: +1
energy relative to the best compared isomer or geometry (same formula, charge and spin): 132.87 kJ/mol